Entry from the Open Molecules 2025 dataset: a molecular structure, C32H30BrNSb2Se2Te2W in a non-equilibrium geometry (ωB97M-V/def2-TZVPD).

XYZ file:
```
71
Properties=species:S:1:pos:R:3:forces:R:3:mulliken_charge:R:1
W 1.775 0.868 -1.508 1.180 -1.434 1.269 -1.02
C -2.944 0.475 0.882 0.052 0.251 0.231 -1.12
C -2.229 0.674 2.202 0.017 0.002 0.014 -0.45
C -1.036 -0.248 2.385 -0.434 -0.392 -0.252 -1.06
Sb 0.702 0.233 1.138 0.602 1.157 1.912 0.04
C 2.006 -0.060 2.905 -0.436 -0.140 -1.360 0.95
C 1.906 -1.327 3.468 0.104 0.162 0.182 -0.58
C 2.601 -1.591 4.641 -0.096 -0.118 -0.078 -0.69
C 3.381 -0.600 5.222 0.046 -0.027 0.066 -0.63
C 3.489 0.647 4.628 -0.020 0.121 -0.122 -0.77
C 2.807 0.928 3.447 0.186 -0.041 0.203 -0.49
C 0.400 2.368 1.058 -0.031 -0.248 0.182 2.03
C 0.423 3.152 2.205 -0.092 -0.137 -0.206 -0.90
C 0.409 4.539 2.103 0.004 0.002 0.071 -0.83
C 0.390 5.150 0.858 -0.040 0.078 0.004 -0.75
C 0.382 4.382 -0.298 0.008 -0.108 -0.198 -1.62
C 0.380 3.000 -0.189 0.024 -0.216 0.120 -0.24
Sb -1.580 0.193 -0.792 -1.994 -0.467 -1.134 1.55
C -2.870 1.046 -2.319 0.780 -0.412 0.753 0.83
C -3.278 2.354 -2.087 -0.138 -0.080 -0.076 -0.80
C -4.103 2.971 -3.018 0.028 0.091 0.026 -0.72
C -4.494 2.286 -4.160 0.024 0.029 0.012 -0.59
C -4.070 0.983 -4.377 0.053 -0.112 -0.070 -0.62
C -3.234 0.354 -3.462 -0.090 0.093 -0.131 -0.34
C -1.725 -1.954 -0.887 0.034 0.584 -0.158 1.04
C -0.726 -2.792 -0.404 0.030 -0.080 0.039 -0.31
C -0.908 -4.168 -0.411 -0.020 0.012 0.016 -0.98
C -2.085 -4.710 -0.908 0.042 -0.011 0.005 -0.63
C -3.083 -3.874 -1.383 -0.149 0.005 -0.039 -0.85
C -2.914 -2.496 -1.368 0.081 0.035 0.017 -0.55
H -3.602 1.306 0.636 0.042 -0.014 -0.080 0.67
H -3.529 -0.448 0.873 0.088 -0.057 -0.126 0.54
H -2.938 0.468 3.011 0.022 0.031 0.014 0.54
H -1.924 1.715 2.317 -0.037 -0.004 0.000 0.17
H -1.312 -1.284 2.170 -0.004 0.006 0.070 0.34
H -0.655 -0.209 3.404 0.215 0.052 -0.089 0.93
H 1.284 -2.092 3.017 -0.002 -0.049 0.051 0.41
H 2.523 -2.569 5.096 0.040 0.018 0.034 0.45
H 3.914 -0.806 6.140 0.000 -0.003 -0.006 0.43
H 4.110 1.416 5.070 0.005 -0.036 0.047 0.44
H 2.928 1.894 2.977 -0.098 0.020 0.017 0.42
H 0.462 2.668 3.174 -0.023 0.111 0.066 0.58
H 0.415 5.141 3.002 0.021 0.019 -0.019 0.45
H 0.379 6.228 0.783 0.006 -0.002 0.011 0.45
H 0.365 4.855 -1.272 -0.016 0.027 0.012 0.58
H 0.322 2.410 -1.145 -0.291 0.393 0.235 0.39
H -2.973 2.887 -1.193 -0.020 0.032 -0.001 0.39
H -4.435 3.987 -2.850 -0.003 -0.004 -0.023 0.43
H -5.121 2.776 -4.893 -0.045 -0.019 0.027 0.42
H -4.378 0.452 -5.269 0.000 0.024 -0.004 0.44
H -2.876 -0.649 -3.655 -0.027 -0.006 0.016 0.49
H 0.203 -2.405 -0.002 0.013 0.091 -0.051 0.34
H -0.131 -4.812 -0.018 -0.017 -0.021 -0.019 0.49
H -2.228 -5.782 -0.916 0.004 0.005 -0.001 0.43
H -4.006 -4.291 -1.764 0.011 -0.012 0.018 0.46
H -3.711 -1.851 -1.719 -0.013 -0.054 -0.036 0.53
Se 0.310 0.347 -3.273 -0.114 0.260 -0.052 -0.21
Te 3.932 0.659 -3.291 -0.636 0.980 0.040 0.26
Te 2.735 3.008 -3.067 0.510 -0.994 -0.104 0.27
Se 3.345 1.522 0.110 0.225 0.215 -0.785 0.02
Br 5.834 -2.947 0.252 -0.125 -0.027 -0.107 -0.11
C 4.306 -2.714 -0.817 -0.133 -0.085 0.058 -0.43
C 4.031 -3.535 -1.904 0.097 0.030 0.089 -0.19
C 2.850 -3.314 -2.593 -0.067 -0.034 0.089 -1.08
C 2.033 -2.261 -2.232 -0.173 -0.123 0.037 -0.12
N 2.331 -1.406 -1.232 0.672 0.381 -0.839 0.65
C 3.436 -1.684 -0.510 0.067 -0.093 0.283 0.31
H 4.708 -4.332 -2.180 -0.005 0.002 -0.011 0.51
H 2.552 -3.942 -3.421 0.029 -0.035 0.021 0.54
H 1.097 -2.110 -2.746 0.060 0.187 -0.048 0.38
H 3.643 -1.076 0.360 -0.035 0.185 -0.132 0.09
```
Positions in Å, forces in eV/Å.

Properties
<S²>: 2.08
Net charge: +2
Electronic energy: -265365.086 eV
HOMO (spin up / spin down): -12.9 / -13.1 eV
Multiplicity: 3
Gap between HOMO and LUMO (spin up / spin down): 5.76 / 5.24 eV